C32H34N5O3SSe2Ti as an isolated structure, computed with ωB97M-V with the def2-TZVPD basis set.

CARTESIAN COORDINATES (ANGSTROEM)
Se (2.0041, 2.4384, -0.6981)
Se (1.9682, -0.4709, -3.0930)
Ti (1.6397, -0.0936, -0.6071)
S (2.9281, 0.1248, 3.9020)
O (3.7969, 2.2229, -3.4693)
O (1.2428, -2.1857, -0.3940)
O (-0.9907, 3.2360, -4.3845)
N (1.6448, -0.2094, 1.6968)
N (-6.8534, -0.8870, 3.2619)
N (0.8872, -4.3607, -0.7535)
N (-0.6334, 0.1529, -0.6946)
N (-4.8169, -0.1672, 2.2243)
C (3.7665, -0.2292, -0.0642)
C (-1.4887, -0.5290, 3.6720)
C (1.4226, -3.1893, -1.0768)
C (1.0266, 1.0254, -3.9673)
C (4.0283, -0.1103, 1.3122)
C (-0.9682, -0.2609, 4.9419)
C (0.4091, 3.3107, -4.6119)
C (0.9952, -5.5038, -1.6383)
C (-1.3774, -0.8354, -1.2457)
C (-5.1926, 1.1499, 2.2961)
C (-3.1370, 2.1293, 1.1582)
C (-2.7510, -0.8721, -1.0734)
C (-5.6617, -1.0673, 2.7002)
C (-1.2458, 1.0981, 0.0084)
C (1.2036, -0.0534, 3.9954)
C (4.8946, -0.2925, -0.8932)
C (5.3207, -0.0649, 1.8405)
C (0.8524, 2.9176, -2.2203)
C (0.6889, -0.2643, 2.7115)
C (2.7154, 2.9719, -3.9745)
C (-4.3383, 2.1900, 1.8584)
C (-6.4502, 1.4443, 2.8979)
C (-7.2209, 0.4141, 3.3497)
C (0.3853, -0.0404, 5.1190)
C (1.2918, 2.4996, -3.6296)
C (2.8502, -0.0718, 2.1742)
C (0.0165, -4.4242, 0.4153)
C (-3.3844, 0.0760, -0.2948)
C (-0.6675, -0.5533, 2.5617)
C (6.1853, -0.2515, -0.3834)
C (-2.6256, 1.1071, 0.3122)
C (6.4047, -0.1368, 0.9874)
H (-0.1525, 2.5453, -2.0309)
H (-0.6016, 1.8715, 0.4155)
H (0.7953, 4.0073, -2.1976)
H (-3.3253, -1.6550, -1.5547)
H (0.4997, -3.9394, 1.2608)
H (4.7567, -0.3538, -1.9676)
H (0.0610, -5.6872, -2.1732)
H (-6.7854, 2.4705, 2.9863)
H (-1.0720, -0.7951, 1.5907)
H (1.7850, -5.3255, -2.3651)
H (-2.5050, 3.0116, 1.2243)
H (7.4129, -0.1007, 1.3819)
H (-1.2446, 2.3095, -4.3335)
H (2.7918, 4.0252, -3.6598)
H (0.7976, 0.1375, 6.1043)
H (-0.0326, 0.8143, -3.7989)
H (-2.5500, -0.7000, 3.5357)
H (5.4812, 0.0228, 2.9108)
H (-4.4530, 0.0411, -0.1515)
H (-0.1781, -5.4681, 0.6516)
H (7.0326, -0.2981, -1.0592)
H (-1.6302, -0.2375, 5.7980)
H (2.0235, -3.1671, -1.9907)
H (0.6632, 4.3693, -4.5186)
H (2.8261, 2.9547, -5.0652)
H (-0.9278, -3.9099, 0.2293)
H (-4.6260, 3.1750, 2.2178)
H (1.2264, 0.8800, -5.0308)
H (-5.3312, -2.1030, 2.6246)
H (3.6298, 2.0674, -2.5255)
H (1.2500, -6.3934, -1.0623)
H (-8.1867, 0.6064, 3.8084)
H (0.6475, 2.9979, -5.6374)
H (-0.8440, -1.5574, -1.8471)

The spin multiplicity is 3. As for the energy relative to the best compared isomer or geometry (same formula, charge and spin): 5.3 kcal per mole. The value obtained for the orbital gap (alpha / beta) is 4.39 / 6.75 eV. The expectation value of S² is 2.04. Its total charge is -1. The calculation puts the LUMO energy (alpha / beta) at 0.07243 / 0.07235 hartree. The HOMO energy (alpha / beta) comes out at -2.4 / -4.8 eV.

C17H11ClF5GaINO3S as an isolated structure at a distorted geometry, computed with ωB97M-V with the def2-TZVPD basis set.

CARTESIAN COORDINATES (ANGSTROEM)
I (1.6072, 4.7395, 0.0845)
Ga (-0.4867, -0.0760, 0.0845)
Cl (-3.9576, 5.7708, 0.0845)
S (2.2960, 0.9372, -0.4364)
F (3.4525, -5.0506, -0.7314)
F (-0.7496, -6.4160, 0.9004)
F (2.6546, -2.4899, -0.7434)
F (1.7732, -7.0311, 0.0845)
F (-1.6092, -3.8754, 0.9124)
O (0.0776, -1.8126, 0.0845)
O (1.3202, -0.0760, 0.0845)
O (0.1563, 1.6347, 0.0845)
N (-2.0552, 0.9616, 0.0845)
C (-1.9642, 2.2757, 0.0845)
C (0.0796, -5.4392, 0.4977)
C (1.3583, -5.7544, 0.0845)
C (3.4739, 0.0636, -1.4958)
C (-3.0446, 3.1804, 0.0845)
C (2.2076, -4.7478, -0.3287)
C (-2.7289, 4.5510, 0.0845)
C (-4.3312, 2.5986, 0.0845)
C (-3.3007, 0.4484, 0.0845)
C (0.4727, -3.0286, 0.0845)
C (-0.3493, -4.1102, 0.4967)
C (3.4734, 1.2911, 0.8908)
C (-0.3772, 4.0004, 0.0845)
C (-0.6495, 2.6170, 0.0845)
C (-4.4591, 1.2116, 0.0845)
C (1.7734, -3.4205, -0.3277)
C (-1.3988, 4.9622, 0.0845)
H (-1.1563, 6.0193, 0.0845)
H (-1.7895, -1.0229, 0.0845)
H (2.9462, 1.8107, 1.6944)
H (-5.4317, 0.7365, 0.0845)
H (4.2715, 1.9318, 0.5089)
H (4.2720, 0.7471, -1.7946)
H (2.9470, -0.2879, -2.3861)
H (3.8931, -0.7922, -0.9613)
H (3.8926, 0.3586, 1.2762)
H (-3.3379, -0.6358, 0.0845)
H (-5.2221, 3.2174, 0.0845)

The spin multiplicity is 1. The value obtained for the orbital gap is 6.33 eV. The calculation puts the LUMO energy at -0.03932 hartree. The HOMO energy comes out at -7.4 eV.

A 2-piece molecular cluster, C2H10N4S overall at a distorted geometry, computed with ωB97M-V with the def2-TZVPD basis set.

CARTESIAN COORDINATES (ANGSTROEM)
S (-0.9807, 1.2388, 2.1093)
N (0.7705, -1.1957, 0.4266)
N (-1.2104, 1.1360, -0.5216)
N (-0.4522, 1.1758, 0.5454)
N (0.0755, -1.5383, 1.5753)
C (-0.6946, 1.1791, -1.8369)
C (1.2285, -0.0182, 0.2328)
H (1.7317, 0.2007, -0.6530)
H (0.5870, -1.9624, 2.3276)
H (-1.0810, 2.1454, -2.2806)
H (0.3657, 1.4200, 2.4358)
H (-0.9956, 0.3470, -2.4815)
H (-2.1244, 1.5538, -0.3935)
H (1.5411, 0.5301, 1.0663)
H (0.3995, 1.2424, -1.7234)
H (-0.7725, -2.1295, 1.3680)
H (0.8097, -1.8858, -0.4294)

The spin multiplicity is 1. As for the energy relative to the best compared isomer or geometry (same formula, charge and spin): 81.9 kcal per mole. The value obtained for the orbital gap (alpha / beta) is 8.04 / 8.04 eV. Its total charge is +2. The calculation puts the LUMO energy (alpha / beta) at -0.39069 / -0.39075 hartree. The HOMO energy (alpha / beta) comes out at -18.7 / -18.7 eV.

C27H40N2OPbS4Si as an isolated structure, computed with ωB97M-V with the def2-TZVPD basis set.

CARTESIAN COORDINATES (ANGSTROEM)
Pb (0.3860, -0.5440, 0.2167)
S (0.8431, 2.5942, 1.3231)
S (-1.6131, 0.9585, 3.0296)
S (-2.1092, 1.6799, -0.3194)
S (-1.0009, -1.4286, -2.4637)
Si (2.8860, 3.0959, -2.9389)
O (1.7959, -4.0083, -5.4828)
N (0.5639, -2.5930, -4.2476)
N (0.7103, -0.2740, -4.1103)
C (3.1201, -1.7088, -3.0696)
C (1.8561, -2.7208, 0.2279)
C (-1.0324, 2.6164, 3.4800)
C (5.3824, -1.9835, -4.6610)
C (1.7932, -3.0468, -4.7502)
C (0.3268, -0.0671, -6.5526)
C (0.1751, -1.4038, -3.6683)
C (2.0887, 1.7334, -2.0155)
C (3.0463, -2.3983, -4.2742)
C (1.5918, 3.9257, -4.0154)
C (4.2581, 2.4317, -4.0241)
C (-0.2771, 3.7358, 0.4593)
C (5.4517, -1.2857, -3.4599)
C (1.5802, -2.0192, 2.3905)
C (1.5744, 0.8323, -1.3637)
C (0.5367, -2.9076, 2.0834)
C (0.6977, -3.3381, 0.7573)
C (-3.1665, 2.2668, 1.0319)
C (4.1846, -2.5458, -5.0648)
C (-1.0842, 3.1281, -0.6834)
C (0.9959, 0.2771, -7.8767)
C (4.3239, -1.1531, -2.6639)
C (1.3275, -0.0103, -5.4050)
C (2.4088, -1.8972, 1.2501)
C (-3.1969, 1.3366, 2.2402)
C (0.4046, 2.9026, 3.0518)
C (3.5730, 4.3375, -1.7216)
H (-0.4955, 0.6219, -6.3456)
H (0.6529, 3.9357, 3.3045)
H (-1.7149, 3.3475, 3.0488)
H (4.6072, 3.2037, -4.7144)
H (3.9249, 1.5728, -4.6111)
H (1.4431, 1.2729, -7.8448)
H (-0.9342, 4.1818, 1.2057)
H (-3.8873, 1.7418, 2.9829)
H (3.3483, -1.3660, 1.1986)
H (0.3219, 4.5494, 0.0454)
H (-0.4075, 2.7651, -1.4588)
H (-0.1043, -1.0701, -6.6004)
H (0.2782, 0.2600, -8.6960)
H (2.1587, -0.6896, -5.5906)
H (-4.1847, 2.3620, 0.6511)
H (4.3638, -0.6091, -1.7293)
H (6.3899, -0.8467, -3.1450)
H (4.1098, -3.1037, -5.9889)
H (2.2526, -1.5887, -2.4344)
H (6.2643, -2.0906, -5.2788)
H (0.7406, 4.2639, -3.4200)
H (2.0126, 4.7968, -4.5236)
H (-1.0963, 2.7301, 4.5633)
H (4.2617, 3.8517, -1.0281)
H (1.2104, 3.2483, -4.7831)
H (-1.7098, 3.9089, -1.1216)
H (2.7742, 4.7881, -1.1284)
H (0.5408, 0.5169, -3.5023)
H (-2.8441, 3.2681, 1.3135)
H (5.1104, 2.1056, -3.4246)
H (1.0946, 2.2657, 3.6085)
H (-3.5833, 0.3587, 1.9471)
H (1.7320, -1.5159, 3.3342)
H (-0.2739, -3.1813, 2.7422)
H (2.3211, -2.9429, -0.7208)
H (1.7878, -0.4366, -8.1126)
H (-0.1300, -3.3248, -4.1899)
H (0.0528, -4.0201, 0.2235)
H (1.7635, 0.9874, -5.3327)
H (4.1102, 5.1390, -2.2339)

The spin multiplicity is 1. As for the energy relative to the best compared isomer or geometry (same formula, charge and spin): 4.4 kcal per mole. The value obtained for the orbital gap is 7.76 eV. The calculation puts the LUMO energy at 0.00177 hartree. The HOMO energy comes out at -7.7 eV.

Br2ClHSi as an isolated structure at a distorted geometry, computed with ωB97M-V with the def2-TZVPD basis set.

CARTESIAN COORDINATES (ANGSTROEM)
Br (-1.9529, 1.8200, -0.6733)
Br (-0.2608, -1.9399, -0.8390)
Cl (0.2506, -0.1916, 2.1268)
Si (0.3755, 0.0402, 0.1013)
H (1.5876, 0.2712, -0.7157)

The spin multiplicity is 1. As for the energy relative to the best compared isomer or geometry (same formula, charge and spin): 35.7 kcal per mole. The value obtained for the orbital gap (alpha / beta) is 7.77 / 7.77 eV. The calculation puts the LUMO energy (alpha / beta) at -0.07863 / -0.07865 hartree. The HOMO energy (alpha / beta) comes out at -9.9 / -9.9 eV.

C28H25HgN5OS as an isolated structure, computed with ωB97M-V with the def2-TZVPD basis set.

CARTESIAN COORDINATES (ANGSTROEM)
Hg (-0.0711, -0.5248, -1.7097)
S (0.1320, -3.9539, 0.1940)
O (1.5487, -3.6639, -0.1949)
N (1.0991, 0.4889, 2.6277)
N (-0.8184, -3.5433, -1.0238)
N (2.6469, 0.1097, -0.3247)
N (-1.4517, 1.5731, 0.8576)
N (1.1342, 2.4193, 0.2802)
C (0.0300, 3.1578, -0.2685)
C (-0.5936, 1.3863, 4.6293)
C (-2.9408, -3.2218, -2.0825)
C (2.3310, 2.4891, -0.5283)
C (-4.4322, -2.3926, -4.3076)
C (1.3807, 2.7089, 1.6848)
C (4.6248, 1.4298, -0.3087)
C (-0.2636, 0.0443, 4.5390)
C (-5.0769, -2.7369, -3.1497)
C (4.7721, -0.9518, -0.1709)
C (-2.4366, 3.5523, -0.0242)
C (-0.0759, 2.2652, 3.6926)
C (0.5912, -0.3518, 3.5177)
C (0.7586, 1.7694, 2.6953)
C (-4.2746, -3.9434, 0.2706)
C (-3.6956, 3.1148, 0.3454)
C (-4.3580, -3.1724, -2.0102)
C (-3.0320, -2.4914, -4.3902)
C (3.3834, -0.9903, -0.2251)
C (-2.6632, 1.1623, 1.2232)
C (-2.8780, -3.9678, 0.2353)
C (3.2415, 1.2927, -0.3524)
C (5.3998, 0.2824, -0.2215)
C (-3.8173, 1.8878, 0.9824)
C (-2.1665, -3.5953, -0.9176)
C (-1.3359, 2.7386, 0.2373)
C (-5.0168, -3.5477, -0.8144)
C (-2.3079, -2.9000, -3.2993)
H (2.0340, 2.4996, -1.5806)
H (2.4599, 2.6797, 1.8618)
H (-2.3041, 4.5050, -0.5234)
H (0.0207, 2.9907, -1.3495)
H (-6.0997, -3.5210, -0.7724)
H (5.0842, 2.4110, -0.3354)
H (-2.7005, 0.1999, 1.7225)
H (-4.7781, -4.2401, 1.1850)
H (6.4805, 0.3549, -0.1947)
H (-1.2313, -2.9911, -3.3499)
H (-2.3233, -4.2601, 1.1174)
H (-4.5713, 3.7149, 0.1320)
H (-5.0006, -2.0418, -5.1616)
H (5.3440, -1.8675, -0.1030)
H (-0.3367, 3.3163, 3.7118)
H (2.8379, -1.9312, -0.1979)
H (-1.2526, 1.7426, 5.4118)
H (-4.7830, 1.4990, 1.2753)
H (-6.1587, -2.6777, -3.0892)
H (2.8994, 3.4184, -0.3395)
H (0.8802, -1.3912, 3.4059)
H (0.1351, 4.2491, -0.1052)
H (-2.5271, -2.2362, -5.3140)
H (-0.6518, -0.6762, 5.2463)
H (1.0423, 3.7320, 1.9170)

The spin multiplicity is 2. The value obtained for the orbital gap (alpha / beta) is 5.14 / 6.31 eV. The expectation value of S² is 0.76. Its total charge is -1. The calculation puts the LUMO energy (alpha / beta) at 0.09600 / 0.09597 hartree. The HOMO energy (alpha / beta) comes out at -2.5 / -3.7 eV.